Below is a molecular structure, C38H35ClLaN2Si2 in a non-equilibrium geometry, with properties calculated with wB97M-V/def2-TZVPD.

Calculated values
- energy above the lowest of the compared OMol25 structures with the same formula, charge and spin (kcal per mole) = 0.00
- charge = +1
- F_max (eV/Å) = 5.32
- E_HOMO (spin up / spin down) (eV) = -8.464 / -8.531
- Kohn-Sham gap (spin up / spin down) (eV) = 5.06 / 5.13

Structure (XYZ):
```
79
Properties=species:S:1:pos:R:3:lowdin_charge:R:1
C -1.416 -0.913 0.863 -0.23
C -1.813 -0.408 -0.413 -0.24
C -1.846 -1.509 -1.321 -0.24
H -2.102 0.613 -0.653 0.10
C -1.409 -2.679 -0.627 -0.23
C -1.161 -2.310 0.731 -0.22
H -0.891 -2.993 1.538 0.11
H -1.405 -0.357 1.803 0.11
H -2.259 -1.486 -2.327 0.10
H -1.363 -3.687 -1.040 0.11
La 0.802 -1.116 -0.774 1.67
Si 1.743 2.373 -4.234 0.75
C 0.347 3.544 -4.488 -0.34
C 0.541 4.615 -5.367 -0.12
H 1.514 4.768 -5.841 0.10
C -0.515 5.480 -5.669 -0.08
H -0.357 6.315 -6.356 0.11
C -1.769 5.289 -5.091 -0.08
H -2.596 5.960 -5.314 0.11
C -1.951 4.260 -4.166 -0.08
H -2.912 4.122 -3.670 0.10
C -0.894 3.414 -3.833 -0.12
H -1.014 2.618 -3.086 0.09
C 0.932 0.633 -4.282 -0.36
C -0.426 0.392 -4.562 -0.17
H -1.097 1.211 -4.789 0.10
C -1.015 -0.926 -4.635 -0.24
H -2.025 -1.086 -5.001 0.14
C -0.212 -2.044 -4.205 -0.21
H -0.635 -3.034 -4.064 0.14
C 1.195 -1.833 -4.196 -0.26
H 1.859 -2.673 -3.993 0.10
C 1.725 -0.522 -4.161 -0.23
H 2.811 -0.423 -3.984 0.12
H 2.104 2.398 -2.804 -0.04
Si 0.240 -1.251 -5.940 0.76
C 0.616 -2.487 -7.300 -0.23
C -0.019 -2.424 -8.549 -0.08
H -0.799 -1.675 -8.714 0.10
C 0.348 -3.310 -9.561 -0.07
H -0.139 -3.260 -10.532 0.11
C 1.351 -4.255 -9.325 -0.07
H 1.642 -4.960 -10.097 0.11
C 1.981 -4.313 -8.080 -0.08
H 2.771 -5.040 -7.898 0.11
C 1.608 -3.442 -7.056 -0.09
H 2.061 -3.490 -6.060 0.09
C 0.023 0.261 -7.232 -0.25
C -1.241 0.788 -7.516 -0.11
H -2.148 0.228 -7.278 0.11
C -1.368 2.070 -8.071 -0.07
H -2.367 2.487 -8.247 0.11
C -0.219 2.807 -8.375 -0.09
H -0.307 3.839 -8.723 0.11
C 1.040 2.210 -8.253 -0.08
H 1.942 2.749 -8.559 0.11
C 1.153 0.919 -7.711 -0.10
H 2.134 0.450 -7.629 0.11
H 2.895 2.914 -4.936 -0.02
Cl 2.973 -2.380 -1.297 -0.20
N 0.682 1.453 0.375 0.01
C 1.112 1.543 1.761 -0.23
C 1.011 2.729 2.476 0.00
C 1.472 2.801 3.808 -0.05
C 2.038 1.683 4.403 -0.01
C 2.156 0.447 3.710 -0.14
C 2.737 -0.698 4.292 0.02
C 2.790 -1.870 3.556 -0.02
C 2.253 -1.903 2.261 -0.11
N 1.707 -0.816 1.657 -0.04
C 1.656 0.370 2.368 -0.16
H -0.319 1.666 0.319 0.08
H 1.105 2.217 -0.156 0.10
H 0.568 3.603 1.997 0.13
H 1.390 3.740 4.361 0.12
H 2.410 1.725 5.428 0.12
H 3.133 -0.623 5.308 0.13
H 3.243 -2.764 3.966 0.12
H 2.277 -2.816 1.654 0.10
```

Below is a molecular structure, C38H35ClMgN2Si2 in a non-equilibrium geometry, with properties calculated with wB97M-V/def2-TZVPD.

Calculated values
- energy above the lowest of the compared OMol25 structures with the same formula, charge and spin (kcal per mole) = 85.99
- F_max (eV/Å) = 4.24
- E_HOMO (spin up / spin down) (eV) = -6.745 / -6.506
- Kohn-Sham gap (spin up / spin down) (eV) = 6.23 / 5.84

Structure (XYZ):
```
79
Properties=species:S:1:pos:R:3:lowdin_charge:R:1
C 0.922 0.122 1.981 -0.16
C 1.605 -0.950 1.358 -0.18
C 2.618 -0.399 0.514 -0.24
H 1.463 -2.014 1.563 0.09
C 2.480 1.043 0.564 -0.23
C 1.456 1.340 1.506 -0.16
H 1.180 2.331 1.882 0.10
H 0.150 0.020 2.755 0.10
H 3.448 -0.950 0.058 0.09
H 3.171 1.767 0.124 0.09
Mg 1.085 0.060 -1.096 0.56
Si 4.629 -1.219 -3.784 0.70
C 4.344 -2.742 -4.940 -0.28
C 4.028 -2.520 -6.294 -0.20
H 3.885 -1.500 -6.691 0.08
C 4.010 -3.581 -7.213 -0.09
H 3.748 -3.380 -8.255 0.11
C 4.292 -4.874 -6.779 -0.09
H 4.299 -5.698 -7.497 0.10
C 4.529 -5.116 -5.424 -0.09
H 4.682 -6.138 -5.075 0.10
C 4.535 -4.053 -4.508 -0.10
H 4.683 -4.257 -3.443 0.10
C 5.860 -0.359 -4.973 -0.24
C 6.920 -1.081 -5.563 -0.09
H 7.153 -2.098 -5.222 0.11
C 7.659 -0.553 -6.630 -0.08
H 8.449 -1.144 -7.107 0.10
C 7.364 0.737 -7.100 -0.09
H 7.909 1.150 -7.955 0.10
C 6.368 1.494 -6.474 -0.08
H 6.129 2.503 -6.823 0.10
C 5.651 0.954 -5.395 -0.09
H 4.893 1.570 -4.906 0.08
H 5.427 -1.715 -2.647 0.04
Si 1.416 -1.620 -5.795 0.85
C 2.144 -0.443 -4.527 -0.38
C 2.871 -0.847 -3.300 -0.35
H 2.544 -1.731 -2.736 0.11
C 3.648 0.171 -2.581 -0.27
H 4.181 -0.065 -1.647 0.10
C 3.444 1.542 -2.864 -0.10
H 3.985 2.293 -2.274 0.13
C 2.565 1.896 -3.871 -0.11
H 2.327 2.949 -4.026 0.11
C 2.008 0.928 -4.727 -0.14
H 1.433 1.273 -5.585 0.11
C 0.985 -3.202 -4.898 -0.31
C 0.857 -3.229 -3.493 -0.14
H 0.531 -2.320 -2.970 0.00
C 1.196 -4.382 -2.774 -0.08
H 1.320 -4.340 -1.689 0.10
C 1.369 -5.587 -3.462 -0.10
H 1.661 -6.491 -2.925 0.10
C 1.144 -5.627 -4.845 -0.10
H 1.175 -6.578 -5.373 0.10
C 0.947 -4.443 -5.560 -0.11
H 0.834 -4.468 -6.643 0.10
H 0.250 -1.019 -6.256 -0.07
Cl -0.426 -0.153 -2.859 0.21
N -0.142 2.097 -0.911 0.01
C -1.456 2.047 -0.367 -0.23
C -2.254 3.188 -0.277 -0.01
C -3.598 3.087 0.138 -0.07
C -4.143 1.864 0.491 -0.04
C -3.365 0.685 0.440 -0.15
C -3.869 -0.587 0.784 -0.01
C -3.037 -1.684 0.736 -0.04
C -1.696 -1.511 0.340 -0.11
N -1.201 -0.325 -0.008 0.03
C -1.990 0.777 0.025 -0.17
H -0.155 1.891 -1.928 0.01
H 0.318 2.986 -0.743 0.10
H -1.827 4.157 -0.549 0.11
H -4.219 3.986 0.172 0.11
H -5.185 1.780 0.805 0.11
H -4.914 -0.659 1.088 0.12
H -3.375 -2.689 0.996 0.11
H -1.011 -2.364 0.303 0.12
```

Below is a molecular structure, C38H35ClN2Si2Tb in a non-equilibrium geometry, with properties calculated with wB97M-V/def2-TZVPD.

Calculated values
- energy above the lowest of the compared OMol25 structures with the same formula, charge and spin (kcal per mole) = 101.59
- charge = +1
- F_max (eV/Å) = 9.27
- E_HOMO (spin up / spin down) (eV) = -10.249 / -10.305
- spin multiplicity = 7
- ⟨S²⟩ = 12.83
- Kohn-Sham gap (spin up / spin down) (eV) = 5.18 / 5.22

Structure (XYZ):
```
79
Properties=species:S:1:pos:R:3:lowdin_charge:R:1
C -0.781 -2.080 0.299 -0.19
C -1.556 -2.131 -0.898 -0.19
C -0.877 -3.041 -1.812 -0.25
H -2.556 -1.685 -1.016 0.11
C 0.159 -3.687 -1.070 -0.23
C 0.281 -3.035 0.201 -0.20
H 1.011 -3.287 0.977 0.11
H -1.000 -1.498 1.195 0.11
H -1.142 -3.253 -2.860 0.11
H 0.676 -4.625 -1.322 0.12
Tb 0.876 -1.202 -1.757 1.25
Si 1.489 3.424 -3.574 0.79
C 0.816 4.151 -5.178 -0.33
C 1.697 4.573 -6.166 -0.11
H 2.760 4.362 -5.984 0.11
C 1.211 5.238 -7.314 -0.06
H 1.895 5.559 -8.084 0.10
C -0.176 5.467 -7.446 -0.08
H -0.554 6.011 -8.328 0.12
C -1.064 4.996 -6.492 -0.08
H -2.156 5.155 -6.591 0.12
C -0.585 4.298 -5.358 -0.10
H -1.237 3.885 -4.576 0.09
C 1.196 1.538 -3.461 -0.30
C -0.139 0.981 -3.656 -0.21
H -0.922 1.686 -3.959 0.13
C -0.545 -0.341 -3.268 -0.28
H -1.594 -0.686 -3.385 0.11
C 1.322 -1.762 -3.835 -0.36
H 1.236 -2.809 -4.137 0.12
C 2.265 -0.706 -4.027 -0.24
H 3.204 -0.904 -4.564 0.15
C 2.267 0.600 -3.373 -0.12
H 3.250 0.974 -3.038 0.14
H 0.745 4.027 -2.434 -0.01
Si 0.339 -0.638 -4.755 0.47
C -0.780 -1.742 -5.891 -0.22
C -2.203 -1.588 -5.925 -0.09
H -2.793 -0.967 -5.193 0.11
C -2.882 -2.285 -6.940 -0.08
H -3.980 -2.112 -6.998 0.11
C -2.186 -3.139 -7.856 -0.06
H -2.698 -3.612 -8.711 0.11
C -0.810 -3.387 -7.663 -0.06
H -0.246 -4.068 -8.306 0.11
C -0.111 -2.718 -6.630 -0.09
H 0.949 -2.991 -6.438 0.12
C 0.932 0.410 -6.350 -0.18
C -0.014 1.160 -7.051 -0.09
H -1.070 1.198 -6.747 0.11
C 0.351 1.902 -8.186 -0.07
H -0.417 2.462 -8.717 0.11
C 1.686 1.934 -8.608 -0.08
H 1.942 2.494 -9.517 0.12
C 2.654 1.289 -7.846 -0.08
H 3.725 1.339 -8.111 0.12
C 2.300 0.538 -6.714 -0.07
H 3.123 0.085 -6.142 0.09
H 2.818 3.502 -3.430 -0.05
Cl 3.048 -2.523 -1.681 0.08
N -0.216 1.012 -0.547 0.04
C 0.222 1.344 0.783 -0.25
C -0.427 2.320 1.539 0.00
C -0.118 2.466 2.925 -0.06
C 0.865 1.681 3.507 -0.03
C 1.706 0.850 2.724 -0.15
C 2.859 0.204 3.189 0.02
C 3.721 -0.423 2.237 -0.02
C 3.333 -0.504 0.889 -0.14
N 2.096 -0.111 0.475 0.03
C 1.349 0.676 1.312 -0.17
H -1.247 1.024 -0.642 0.12
H 0.108 1.688 -1.251 0.06
H -1.183 2.921 1.048 0.11
H -0.668 3.195 3.515 0.11
H 1.062 1.768 4.606 0.13
H 3.070 0.218 4.276 0.13
H 4.660 -0.900 2.468 0.10
H 4.030 -0.975 0.125 0.07
```

Below is a molecular structure, C38H36AuBN8O3S2Se, with properties calculated with wB97M-V/def2-TZVPD.

Calculated values
- energy above the lowest of the compared OMol25 structures with the same formula, charge and spin (kcal per mole) = 2.35
- F_max (eV/Å) = 0.28
- E_HOMO (eV) = -7.562
- Kohn-Sham gap (eV) = 6.39

Structure (XYZ):
```
90
Properties=species:S:1:pos:R:3:lowdin_charge:R:1
Au -0.426 0.684 -0.325 1.07
C 1.354 5.940 1.508 -0.02
C 0.510 5.146 0.567 -0.27
C -0.454 5.581 -0.315 0.03
C -0.929 4.414 -0.948 -0.24
N -0.285 3.353 -0.490 0.09
N 0.590 3.800 0.440 0.01
B 1.451 2.799 1.195 -0.51
N 2.238 1.872 0.241 0.05
N 1.664 0.946 -0.570 0.00
C 2.647 0.317 -1.224 -0.25
C 3.871 0.838 -0.814 0.04
C 3.574 1.822 0.105 -0.25
C 4.515 2.717 0.838 -0.01
C 2.476 -0.771 -2.203 -0.19
C 1.655 -0.634 -3.318 -0.04
C 1.531 -1.679 -4.224 -0.07
C 2.255 -2.848 -4.043 -0.09
C 3.118 -2.969 -2.960 -0.08
C 3.230 -1.936 -2.045 -0.06
N 0.589 1.909 2.140 0.06
N -0.208 0.917 1.678 -0.05
C -0.751 0.274 2.723 -0.23
C -0.280 0.884 3.886 0.04
C 0.564 1.899 3.480 -0.25
C 1.355 2.839 4.324 -0.01
C -1.678 -0.869 2.668 -0.19
C -2.623 -0.998 3.686 -0.03
C -3.524 -2.050 3.687 -0.08
C -3.502 -2.985 2.661 -0.07
C -2.567 -2.866 1.643 -0.06
C -1.653 -1.824 1.659 -0.10
C -1.975 4.287 -1.976 -0.17
C -1.951 3.232 -2.885 -0.05
C -2.947 3.107 -3.840 -0.08
C -3.970 4.041 -3.907 -0.09
C -3.998 5.099 -3.007 -0.09
C -3.008 5.218 -2.044 -0.04
H 1.145 7.000 1.375 0.08
H 2.418 5.777 1.332 0.08
H 1.148 5.686 2.549 0.07
H -0.757 6.599 -0.490 0.11
H 2.239 3.375 1.878 0.11
H 4.844 0.547 -1.170 0.12
H 5.533 2.498 0.521 0.08
H 4.449 2.565 1.915 0.08
H 4.307 3.767 0.633 0.08
H 1.121 0.291 -3.481 0.11
H 0.875 -1.569 -5.078 0.11
H 2.156 -3.662 -4.750 0.10
H 3.691 -3.876 -2.820 0.11
H 3.865 -2.037 -1.174 0.10
H -0.487 0.589 4.899 0.12
H 1.117 2.668 5.372 0.09
H 1.131 3.877 4.083 0.07
H 2.425 2.687 4.184 0.09
H -2.672 -0.254 4.471 0.11
H -4.255 -2.129 4.481 0.10
H -4.218 -3.797 2.648 0.10
H -2.555 -3.571 0.821 0.11
H -0.924 -1.755 0.866 0.05
H -1.150 2.506 -2.834 0.09
H -2.931 2.268 -4.522 0.10
H -4.750 3.941 -4.651 0.10
H -4.799 5.825 -3.048 0.10
H -3.043 6.030 -1.328 0.11
O -3.165 0.148 -3.138 -0.32
S -2.360 -0.401 -2.097 0.16
O -2.362 -1.825 -1.920 -0.35
O -0.896 0.119 -2.210 -0.55
S -2.712 0.557 -0.293 0.50
C 0.939 -4.947 2.672 -0.04
N 0.710 -4.545 1.302 -0.07
C 1.136 -3.382 0.743 -0.77
Se 2.154 -2.097 1.564 0.63
N 0.622 -3.353 -0.512 0.14
C -0.119 -4.498 -0.770 -0.18
C -0.847 -4.912 -1.872 0.00
C -1.495 -6.133 -1.771 -0.08
C -1.420 -6.907 -0.610 -0.09
C -0.697 -6.485 0.495 -0.01
C -0.049 -5.265 0.389 -0.17
H 1.269 -4.074 3.229 0.04
H 1.705 -5.721 2.726 0.10
H 0.006 -5.321 3.092 0.09
H 0.793 -2.593 -1.154 0.13
H -0.929 -4.293 -2.753 0.11
H -2.081 -6.490 -2.607 0.10
H -1.944 -7.853 -0.570 0.10
H -0.644 -7.080 1.397 0.11
```

Below is a molecular structure, C38H36AuBN8O3S2Se, with properties calculated with wB97M-V/def2-TZVPD.

Calculated values
- energy above the lowest of the compared OMol25 structures with the same formula, charge and spin (kcal per mole) = 0.00
- F_max (eV/Å) = 0.08
- E_HOMO (eV) = -7.583
- Kohn-Sham gap (eV) = 6.46

Structure (XYZ):
```
90
Properties=species:S:1:pos:R:3:lowdin_charge:R:1
Au -0.382 0.592 -0.382 1.08
C 1.537 5.892 1.356 -0.02
C 0.587 5.118 0.503 -0.27
C -0.421 5.578 -0.311 0.03
C -0.987 4.424 -0.889 -0.24
N -0.362 3.340 -0.452 0.10
N 0.601 3.767 0.400 0.01
B 1.452 2.762 1.162 -0.51
N 2.260 1.837 0.217 0.05
N 1.696 0.899 -0.586 -0.01
C 2.685 0.267 -1.231 -0.25
C 3.902 0.818 -0.840 0.04
C 3.595 1.806 0.074 -0.25
C 4.526 2.721 0.793 -0.01
C 2.529 -0.859 -2.172 -0.19
C 1.740 -0.771 -3.314 -0.04
C 1.635 -1.855 -4.175 -0.07
C 2.343 -3.021 -3.920 -0.09
C 3.173 -3.096 -2.809 -0.08
C 3.268 -2.021 -1.939 -0.07
N 0.581 1.853 2.083 0.06
N -0.234 0.881 1.611 -0.05
C -0.807 0.254 2.648 -0.23
C -0.350 0.856 3.818 0.04
C 0.525 1.851 3.424 -0.24
C 1.307 2.791 4.277 -0.01
C -1.760 -0.865 2.565 -0.20
C -2.852 -0.873 3.430 -0.03
C -3.772 -1.909 3.389 -0.07
C -3.610 -2.947 2.482 -0.07
C -2.523 -2.948 1.620 -0.06
C -1.601 -1.915 1.668 -0.10
C -2.112 4.349 -1.836 -0.16
C -2.247 3.273 -2.710 -0.04
C -3.323 3.206 -3.580 -0.07
C -4.271 4.219 -3.597 -0.09
C -4.141 5.299 -2.735 -0.09
C -3.070 5.361 -1.857 -0.04
H 1.360 6.957 1.216 0.08
H 2.575 5.683 1.098 0.07
H 1.408 5.665 2.415 0.07
H -0.689 6.606 -0.486 0.11
H 2.224 3.339 1.862 0.11
H 4.878 0.534 -1.195 0.12
H 5.546 2.518 0.471 0.08
H 4.470 2.578 1.872 0.08
H 4.300 3.766 0.583 0.08
H 1.211 0.144 -3.532 0.11
H 1.003 -1.781 -5.051 0.11
H 2.258 -3.866 -4.591 0.10
H 3.736 -3.999 -2.610 0.11
H 3.880 -2.087 -1.049 0.09
H -0.596 0.572 4.826 0.12
H 1.052 2.623 5.321 0.09
H 1.087 3.829 4.029 0.08
H 2.379 2.638 4.154 0.09
H -2.994 -0.051 4.121 0.11
H -4.623 -1.897 4.058 0.10
H -4.335 -3.750 2.441 0.10
H -2.400 -3.741 0.893 0.11
H -0.761 -1.912 0.991 0.05
H -1.502 2.489 -2.709 0.08
H -3.422 2.351 -4.235 0.10
H -5.112 4.165 -4.277 0.10
H -4.880 6.090 -2.738 0.10
H -2.983 6.193 -1.170 0.11
O -2.977 -0.037 -3.325 -0.31
S -2.156 -0.536 -2.270 0.16
O -2.007 -1.959 -2.146 -0.35
O -0.757 0.142 -2.310 -0.55
S -2.658 0.298 -0.442 0.51
C 1.016 -4.903 2.706 -0.03
N 0.779 -4.484 1.343 -0.07
C 1.224 -3.328 0.785 -0.77
Se 2.246 -2.036 1.583 0.64
N 0.721 -3.292 -0.473 0.13
C -0.043 -4.418 -0.734 -0.18
C -0.766 -4.817 -1.844 -0.01
C -1.444 -6.023 -1.745 -0.08
C -1.400 -6.795 -0.581 -0.09
C -0.677 -6.388 0.531 -0.01
C -0.001 -5.183 0.429 -0.18
H 1.414 -4.054 3.256 0.04
H 1.734 -5.724 2.738 0.10
H 0.074 -5.222 3.151 0.10
H 0.931 -2.548 -1.123 0.12
H -0.825 -4.197 -2.727 0.11
H -2.028 -6.370 -2.587 0.10
H -1.945 -7.729 -0.545 0.10
H -0.645 -6.983 1.433 0.11
```